Formula: C3H7NOS
Source: the OMol25 dataset
Level of theory: wB97M-V/def2-TZVPD

```
13
C3H7NOS (wB97M-V/def2-TZVPD)
C 0.40 -1.79 -0.11
C 0.03 -0.40 -0.27
C -0.74 0.08 -1.47
S 0.18 0.86 0.97
N 1.50 0.80 1.70
O -1.04 1.00 1.70
H 0.89 -2.02 0.91
H 0.01 -2.46 -0.78
H -0.06 0.56 -2.16
H -1.31 -0.71 -1.99
H -1.34 1.02 -1.09
H 0.12 2.01 -0.10
H 1.35 1.03 2.69
```

Its structure (SMILES) is C=C(C)[S@H](=N)=O. The value obtained for the relative energy (zero: lowest compared OMol25 entry of this formula, charge and spin) is 108.3 kcal/mol. The calculation puts the strongest force on any atom at 7.9 eV/A. The calculation puts the HOMO energy at -9.7605 eV. The electronic energy is -646.5395 Eh. The charge is 0.

How is the electron density shared among the atoms? According to natural (NBO), the charges in e are:
1. C -0.32
2. C -0.28
3. C -0.67
4. S 1.88
5. N -1.14
6. O -0.94
7. H 0.23
8. H 0.20
9. H 0.23
10. H 0.24
11. H 0.23
12. H -0.07
13. H 0.39